1.
Density functional theory data (wB97M-V/def2-TZVPD) for a molecular structure, C39H30F2MoN4O2.

Geometry (Å):
Mo -0.44570 -0.24672 0.76562
O 1.50077 -0.80004 0.20925
C 2.53785 -1.05470 0.93606
C 3.79909 -1.18911 0.30417
C 4.93576 -1.41532 1.02816
C 4.90092 -1.56148 2.42931
C 3.69004 -1.50900 3.05767
C 2.49325 -1.26337 2.34238
C 1.26555 -1.45142 3.03629
N 0.07230 -1.24716 2.58256
C -1.04335 -1.82842 3.32984
C -2.28559 -1.00798 3.06658
N -2.35842 -0.62988 1.65555
C -3.40091 -1.07556 0.98433
C -3.96960 -0.49214 -0.15543
C -4.81335 -1.28795 -0.98144
C -5.52805 -0.75028 -2.00402
C -5.49413 0.66107 -2.18846
C -4.76098 1.47173 -1.38406
C -3.90860 0.95490 -0.33015
O -3.21059 1.71236 0.37159
H 3.83480 -1.06673 -0.76947
H 5.88358 -1.48063 0.50776
H 5.80934 -1.74056 2.98698
H 3.62242 -1.66997 4.12821
H 1.35095 -1.88453 4.03593
H -0.81623 -1.88784 4.39770
H -1.20340 -2.84532 2.95776
H -2.25754 -0.08777 3.65916
H -3.17931 -1.55854 3.37129
H -3.91345 -1.95264 1.39704
H -4.85094 -2.35650 -0.79245
H -6.13899 -1.37017 -2.64545
H -6.08688 1.09875 -2.98440
H -4.75622 2.54652 -1.51785
N 1.80540 1.31842 -2.15867
C 2.97042 1.51960 -1.42423
C 4.21607 1.32731 -2.02292
C 5.39006 1.54865 -1.32319
C 5.34191 1.96423 -0.00181
C 4.10558 2.17783 0.58772
C 2.91072 1.97516 -0.09905
C 1.65380 2.38140 0.60723
C 1.62912 3.71434 1.03716
C 0.61679 4.22162 1.83931
C -0.40112 3.38920 2.27138
C -0.40066 2.07641 1.82957
C 0.57475 1.56718 0.97529
H 1.05236 0.93816 -1.60582
H 1.94622 0.76838 -2.99275
H 4.25354 0.99587 -3.05495
H 6.34239 1.38865 -1.81330
H 6.25110 2.12363 0.56242
H 4.05277 2.50780 1.61869
H 2.43986 4.36353 0.72978
H 0.63524 5.26164 2.13833
H -1.18724 3.75412 2.91886
H -1.21427 1.42588 2.17650
F -0.42986 -5.57102 -0.39836
C -0.67667 -4.32404 -0.84360
C -0.41095 -3.24920 -0.02098
C -0.67999 -1.96313 -0.47308
C -1.18703 -1.76507 -1.76487
C -1.42618 -2.88875 -2.55219
F -1.91075 -2.76429 -3.80599
C -1.18831 -4.17505 -2.11685
C -1.41627 -0.36934 -2.16883
C -1.90377 0.04544 -3.40226
C -2.06726 1.39750 -3.64887
C -1.74395 2.31535 -2.66903
C -1.26904 1.84327 -1.46321
N -1.09921 0.53758 -1.21181
H 0.02179 -3.43442 0.95441
H -1.38590 -5.02373 -2.75485
H -2.16021 -0.67974 -4.15416
H -2.45250 1.72509 -4.60592
H -1.85791 3.37897 -2.81766
H -1.01520 2.52197 -0.66544

Atomic forces in eV per Å
0.20 -0.04 0.01
-0.06 -0.07 0.00
0.01 0.00 0.02
0.01 -0.02 -0.04
-0.01 0.01 0.00
-0.02 0.00 0.00
0.02 0.00 -0.01
-0.01 0.00 0.01
0.02 0.04 -0.01
0.01 -0.06 0.03
-0.01 -0.02 0.01
0.04 0.01 0.02
-0.08 -0.16 0.05
-0.04 0.08 0.00
0.02 -0.03 0.04
-0.01 0.00 -0.01
0.01 -0.02 0.01
-0.01 0.03 0.02
-0.01 0.01 -0.02
0.02 0.01 -0.01
-0.02 0.00 -0.01
-0.01 -0.01 0.02
0.00 0.00 0.01
0.00 0.00 0.00
0.00 0.00 0.00
0.00 0.01 0.00
0.01 0.01 0.00
0.00 -0.01 0.01
-0.01 0.00 0.00
0.00 0.00 -0.01
-0.01 0.00 0.00
0.00 0.00 0.00
0.00 0.00 0.00
0.00 0.00 0.00
0.00 0.00 0.00
0.01 0.02 0.01
-0.05 -0.02 0.00
0.06 0.03 0.02
-0.02 0.00 -0.04
0.00 0.00 0.02
0.04 -0.01 -0.02
-0.05 -0.02 -0.02
0.08 0.07 0.06
-0.03 -0.03 0.03
0.04 0.01 -0.02
-0.07 0.01 0.05
0.19 -0.11 -0.04
-0.06 0.10 0.01
0.03 -0.01 -0.02
0.00 0.00 0.00
0.00 0.00 0.00
0.00 0.00 0.00
0.00 0.00 0.00
0.00 0.01 0.00
0.00 0.01 0.00
0.01 0.00 0.00
0.00 -0.01 0.00
-0.19 0.11 -0.14
0.00 0.00 0.00
-0.01 0.01 0.00
0.03 0.00 0.02
-0.04 -0.02 0.00
-0.02 -0.01 -0.01
0.00 0.00 0.01
0.00 0.00 0.00
0.00 0.00 0.00
-0.05 0.02 0.02
-0.01 0.01 -0.03
0.00 -0.03 -0.02
0.02 0.01 0.04
0.00 -0.02 -0.03
0.04 0.10 -0.05
0.00 0.00 0.00
0.00 0.00 0.00
0.00 -0.01 0.01
0.00 0.00 0.00
0.00 0.00 0.00
0.01 0.01 0.01

Values from the calculation:
⟨S²⟩: 2.0292
Gap between HOMO and LUMO (spin up / spin down), eV: 6.83 / 6.69
Total charge: 0
Spin multiplicity: 3

=====

2.
Density functional theory data (wB97M-V/def2-TZVPD) for 13 unconnected molecules or ions with the total composition H26O13.

Geometry (Å):
O 0.20305 -8.97640 25.31200
H 0.39263 -9.95828 25.47339
H -0.50752 -8.63526 25.88654
O -0.37279 -5.39622 29.30008
H -0.84426 -6.19906 29.55516
H -0.22260 -5.50409 28.36870
O -3.62618 -7.69808 24.08469
H -2.80525 -7.91397 23.63043
H -3.57763 -8.02815 24.98729
O -2.01761 -10.33075 24.46536
H -1.88257 -10.75087 25.32780
H -1.42360 -9.61612 24.49479
O -5.22745 -6.49884 26.75450
H -4.75421 -5.99314 26.08859
H -6.06918 -6.64527 26.29369
O -1.13882 -5.83980 24.60009
H -0.99789 -5.73786 23.67719
H -0.35651 -5.80288 25.07323
O -3.91776 -8.79537 28.24687
H -4.15701 -7.88572 27.87222
H -3.65122 -9.22057 27.41009
O -1.42540 -7.89312 29.33523
H -2.30404 -8.24520 29.30354
H -0.86031 -8.59030 29.63805
O -4.10915 -5.10138 24.57643
H -3.92408 -6.03421 24.46501
H -4.96176 -5.00251 24.15189
O -3.57196 -5.33690 29.36033
H -2.77312 -5.49046 29.90816
H -3.20495 -5.20813 28.46378
O -2.02086 -7.56943 26.51267
H -1.92139 -6.88895 25.84794
H -1.71265 -7.30256 27.32732
O 0.46692 -5.68941 26.75584
H 1.01403 -4.98078 27.04860
H 0.88483 -6.47796 27.22449
O -2.65995 -4.69194 26.90012
H -1.85607 -4.43592 26.54427
H -3.21744 -4.58064 26.12377

Atomic forces in eV per Å
0.83 -1.61 0.04
-0.62 2.32 -0.02
0.00 -0.32 0.27
0.12 0.37 1.07
0.07 -0.14 0.02
-0.35 0.06 -0.49
-0.44 0.36 -0.27
-0.07 -0.20 0.29
0.33 -0.38 0.06
-1.50 -1.81 0.31
-0.26 0.00 -0.36
1.49 1.49 -0.13
-0.63 -0.44 -0.28
0.37 0.44 0.12
0.12 -0.19 0.53
-3.11 -0.18 -0.57
0.39 0.16 -1.03
2.86 0.15 1.29
-0.20 1.33 -1.29
0.08 -1.26 0.94
-0.02 0.00 0.64
0.87 0.82 -0.14
-1.51 -0.53 -0.26
0.43 -0.57 0.30
-0.36 0.99 0.16
0.67 -1.10 -0.64
-0.25 0.35 -0.15
0.82 -0.50 0.45
-0.81 0.33 -0.47
-0.21 0.18 0.40
-0.96 -2.35 -2.87
0.19 0.77 -0.12
0.88 1.23 2.94
0.59 -2.42 0.46
0.80 1.18 0.19
-0.76 1.19 -1.13
-1.98 -0.39 0.55
2.81 0.72 -0.65
-0.65 -0.07 -0.15

Values from the calculation:
Gap between HOMO and LUMO, eV: 9.75
Energy relative to the best compared isomer or geometry (same formula, charge and spin), kcal per mole: 39.7
Total charge: 0
Spin multiplicity: 1

=====

3.
Density functional theory data (wB97M-V/def2-TZVPD) for a molecular structure, C34H29AsN2O2W.

Geometry (Å):
W -0.01442 -0.94275 0.07441
O 1.82140 -1.21897 -0.05232
C 2.99218 -0.57207 -0.22767
C 4.19185 -1.21450 0.04430
C 5.36736 -0.51445 -0.14078
C 5.35803 0.80577 -0.60570
C 4.16482 1.42577 -0.88904
C 2.95004 0.74519 -0.69628
C 1.71324 1.37851 -1.03092
N 0.51994 0.90025 -0.84329
C -0.59223 1.70081 -1.38671
C -1.81084 1.43802 -0.53742
N -1.89151 -0.01355 -0.33634
C -3.07432 -0.54453 -0.36873
C -3.38985 -1.92053 -0.13715
C -4.72117 -2.36262 -0.22003
C -5.02762 -3.68184 0.01780
C -4.01302 -4.58650 0.34665
C -2.69459 -4.18180 0.43467
C -2.39794 -2.85015 0.19118
O -1.11893 -2.41429 0.27034
H 4.18664 -2.23924 0.38957
H 6.31103 -0.99962 0.06990
H 6.29130 1.33041 -0.75363
H 4.14818 2.44151 -1.26445
H 1.79059 2.35383 -1.50737
H -0.77437 1.38226 -2.41478
H -0.33149 2.75910 -1.39320
H -2.71293 1.81639 -1.01756
H -1.71779 1.90794 0.44546
H -3.91477 0.11476 -0.57631
H -5.49930 -1.65537 -0.47913
H -6.05063 -4.02333 -0.04995
H -4.26292 -5.62210 0.53390
H -1.90120 -4.87223 0.68488
C 3.53842 3.18877 2.28326
C 3.74979 1.92891 2.82297
C 2.70496 1.01571 2.89016
C 1.45022 1.36990 2.40764
C 1.23943 2.63095 1.85299
C 2.28195 3.54243 1.80324
As 0.04671 0.05577 2.40886
C -1.58683 0.85098 3.01588
C -2.74203 0.07622 2.92097
C -3.94789 0.58304 3.37738
C -3.99960 1.85952 3.92606
C -2.84547 2.62154 4.03414
C -1.63086 2.11942 3.58350
C 0.51034 -1.27476 3.70820
C 0.03153 -1.16141 5.00951
C 0.38588 -2.11864 5.94904
C 1.20651 -3.17854 5.58898
C 1.67646 -3.29250 4.28717
C 1.32519 -2.34228 3.34043
H 4.34944 3.90387 2.24647
H 4.72413 1.65715 3.20623
H 2.87093 0.04088 3.33275
H 0.26266 2.91482 1.47626
H 2.11424 4.53284 1.40030
H -2.70203 -0.93188 2.51929
H -4.84421 -0.02038 3.31910
H -4.94090 2.25356 4.28466
H -2.88420 3.60586 4.48082
H -0.73130 2.71101 3.69470
H -0.60995 -0.33609 5.29340
H 0.01966 -2.03727 6.96344
H 1.47824 -3.92235 6.32581
H 2.31310 -4.12204 4.01030
H 1.69406 -2.43560 2.32475

Atomic forces in eV per Å
-0.01 0.07 -0.01
0.04 0.01 -0.02
-0.02 0.01 0.00
0.01 0.01 0.00
0.00 0.00 0.00
0.00 0.00 0.00
0.01 0.00 0.00
-0.02 0.00 -0.01
0.02 0.00 0.00
0.04 -0.02 0.00
-0.01 0.00 0.01
-0.01 0.00 0.00
-0.01 0.00 0.00
0.01 0.00 0.02
0.01 0.03 0.00
-0.01 -0.02 -0.01
0.00 0.00 0.01
0.00 0.00 -0.01
0.01 0.00 0.00
0.00 0.00 0.00
-0.02 -0.08 0.02
0.00 0.00 0.00
0.00 0.00 0.00
0.00 0.00 0.00
0.00 0.00 0.00
0.00 0.00 0.00
0.00 0.00 0.00
0.00 0.00 0.00
0.00 0.00 0.00
0.01 0.00 0.00
0.00 0.00 0.00
0.00 0.00 0.00
0.00 0.01 0.00
0.01 0.00 0.00
0.00 0.00 0.00
-0.01 -0.01 0.01
-0.01 0.02 -0.01
0.01 -0.03 0.01
0.00 0.02 0.00
-0.01 0.00 0.01
0.01 0.01 -0.01
0.01 0.00 -0.01
0.00 0.01 0.01
-0.01 -0.01 -0.01
0.00 0.01 0.00
0.01 -0.01 0.00
0.00 0.00 0.00
0.00 0.01 0.00
-0.06 -0.03 -0.03
0.04 0.02 0.01
-0.01 0.01 0.01
0.00 -0.01 -0.01
0.00 0.00 0.00
0.01 0.01 0.01
0.00 0.00 0.00
0.00 0.00 0.00
-0.01 0.00 0.00
0.00 0.00 0.00
0.00 0.00 0.00
0.01 0.01 0.01
0.00 0.00 0.00
0.00 0.00 0.00
0.00 0.00 0.00
0.00 -0.01 0.00
-0.01 0.00 0.00
0.00 0.01 0.00
0.00 0.00 0.00
0.00 0.00 0.00
0.00 0.00 0.00

Values from the calculation:
Gap between HOMO and LUMO, eV: 7.06
Energy relative to the best compared isomer or geometry (same formula, charge and spin), kcal per mole: 0.0
Total charge: +2
Spin multiplicity: 1

=====

4.
Density functional theory data (wB97M-V/def2-TZVPD) for 2 unconnected molecules or ions with the total composition C2ClF3.

Geometry (Å):
C 1.39273 0.19125 0.26711
C -0.97267 0.50191 -0.20175
F 1.16817 -1.07117 0.63856
F 1.86105 -0.00867 -0.90064
F -1.59496 1.18216 0.75177
Cl -1.85432 -0.79546 -0.55505

Atomic forces in eV per Å
-0.06 -0.77 0.84
0.98 2.55 1.03
-0.39 0.02 0.89
0.72 0.76 -1.66
0.35 -0.23 -0.45
-1.59 -2.33 -0.65

Values from the calculation:
Gap between HOMO and LUMO, eV: 8.76
Energy relative to the best compared isomer or geometry (same formula, charge and spin), kcal per mole: 90.4
Total charge: 0
Spin multiplicity: 1